DFT (ωB97M-V/def2-TZVPD) results for a 2-piece molecular cluster, ClHNO2S overall.

```
6
Properties=species:S:1:pos:R:3:forces:R:3
Cl -1.88309 0.16170 0.66727 -0.6 -0.1 0.2
S 1.21572 -0.64570 0.58278 -0.3 0.6 -0.6
O 1.19737 -0.15345 -0.82237 0.3 -0.8 1.3
O 2.04701 -1.80223 0.94964 -0.1 0.2 -0.6
N -1.80306 1.20573 -0.71463 0.8 -0.6 0.5
H -0.77395 1.23395 -0.66269 -0.2 0.7 -0.8
```
Positions in Å, forces in eV/Å.

For the LUMO energy (alpha / beta), the calculation gives 2.56 / 3.86 eV. Its total charge is -1. As for the energy above the lowest of the compared OMol25 structures with the same formula, charge and spin: 3.069 eV. The total energy is -28957.3612 eV. For the HOMO energy (alpha / beta), the calculation gives -0.0604 / -0.1453 Ha. The frontier orbital gap (alpha / beta) comes out at 4.20 / 7.82 eV.



DFT (ωB97M-V/def2-TZVPD) results for C4H5NO in the gas phase.

```
11
Properties=species:S:1:pos:R:3:forces:R:3
O -0.29116 -1.29804 1.63286 0.2 -0.1 -0.5
N 2.47097 1.14904 -0.04990 -1.0 -0.3 -0.2
C -1.10358 0.69342 -0.16918 0.0 0.1 0.0
C 0.18721 -0.09422 -0.39790 -0.1 0.0 0.0
C 0.34693 -1.23500 0.61651 -0.2 -0.1 0.4
C 1.43647 0.66810 -0.24295 0.9 0.4 0.1
H -1.93273 -0.01515 -0.08674 0.1 0.1 0.0
H -1.30820 1.37371 -0.99925 0.1 -0.1 0.1
H 1.12423 -1.98030 0.35869 -0.1 0.0 0.1
H 0.20620 -0.52505 -1.40796 0.0 0.0 0.2
H -1.06299 1.26311 0.76070 0.0 -0.1 -0.1
```
Positions in Å, forces in eV/Å.

For the LUMO energy, the calculation gives 0.53 eV. Its SMILES is C[C@@H](C#N)C=O. As for the energy above the lowest of the compared OMol25 structures with the same formula, charge and spin: 0.764 eV. The total energy is -7765.7624 eV. For the HOMO energy, the calculation gives -0.3904 Ha. The frontier orbital gap comes out at 11.15 eV.



DFT (ωB97M-V/def2-TZVPD) results for C40H35AsN4PtS as an isolated structure.

```
82
Properties=species:S:1:pos:R:3:forces:R:3
Pt -0.00122 -0.34634 -0.31126 -0.2 0.7 -0.8
As -0.34754 0.26358 2.76995 -0.1 0.1 0.8
S -1.76747 1.11684 -0.64417 0.4 -0.4 0.0
N -4.27062 0.36033 -0.27549 -0.3 0.1 0.0
N 1.16475 -2.02440 -0.16950 -0.3 -0.1 0.0
N -2.71789 -1.32835 0.00401 -1.9 0.0 0.0
N -1.44384 -1.69184 -0.04797 1.1 0.5 -0.1
C 1.50735 1.00104 -0.20827 0.2 -0.3 0.6
C 3.12692 -3.37778 -0.18494 -0.1 0.0 0.0
C 0.98981 -4.42586 0.06958 0.0 0.0 0.0
C -3.07456 0.35306 3.98666 0.1 0.2 0.0
C 0.34867 4.33186 2.16227 0.1 0.1 0.0
C -2.09697 -0.39852 3.34757 0.0 -0.1 -0.2
C -2.31400 -1.75923 3.15970 0.3 0.1 -0.1
C 0.53710 3.65944 -2.66934 0.0 0.1 0.1
C -4.26284 -0.23719 4.38165 -0.1 0.0 0.1
C 0.37090 -3.15453 -0.01827 -0.1 0.0 0.0
C 0.14807 1.56019 5.40963 -0.1 0.2 -0.2
C 1.17964 1.68423 -3.86957 -0.1 0.1 -0.2
C 0.45343 2.99668 2.50289 0.1 -0.2 0.1
C 3.66325 1.81771 0.79778 0.3 0.2 0.0
C 1.24753 0.49056 7.25530 0.0 0.0 0.1
C 0.31124 0.42297 4.63106 0.1 0.0 -0.2
C -1.02523 -2.96313 -0.01072 -0.1 -0.5 0.1
C 5.63071 2.42549 2.06397 0.1 0.0 0.1
C 2.41574 1.06748 0.76019 -0.2 -0.3 0.0
C -1.87326 2.68604 2.05555 -0.2 -0.2 0.1
C 6.10145 3.16385 0.99005 0.0 0.0 0.0
C 0.92924 -0.68815 5.19345 0.0 -0.1 -0.3
C -1.98372 4.02074 1.70787 0.0 0.2 0.0
C 2.34780 -4.53938 -0.01677 -0.1 0.1 0.0
C -4.47163 -1.59080 4.17614 -0.1 -0.1 -0.1
C 2.48760 -2.16281 -0.24753 0.5 0.0 0.0
C -0.87405 4.84519 1.76103 0.0 0.1 0.0
C 0.61843 1.59669 6.71048 0.0 0.1 0.1
C -3.49075 -2.35758 3.57096 0.0 -0.1 0.1
C 1.39005 -0.65981 6.49753 0.1 -0.1 0.1
C 4.42387 1.76209 1.96881 -0.2 0.0 -0.1
C 1.30521 1.71870 -1.45009 0.1 0.1 -0.4
C 0.69950 2.98626 -3.87276 0.1 -0.2 -0.1
C 4.15306 2.55362 -0.28063 0.0 0.0 0.0
C 1.46759 1.04992 -2.67920 0.2 -0.1 0.3
C -1.99539 -4.10485 -0.06660 0.1 0.2 0.1
C 0.83252 3.04229 -1.47050 -0.1 -0.1 0.0
C -2.98242 -0.08526 -0.24963 0.8 -0.4 -0.1
C -0.65549 2.15650 2.45762 -0.1 0.0 0.0
C 5.35689 3.22452 -0.17817 0.1 0.1 -0.1
H -2.74692 2.04761 2.00454 0.0 0.0 0.0
H 1.22370 4.96668 2.20387 0.0 0.0 0.0
H 6.20846 2.35829 2.97500 0.0 0.0 0.1
H 0.49668 2.49400 7.30102 0.0 0.1 0.0
H -3.00955 -3.71687 -0.07847 0.0 0.0 0.0
H 0.36783 -5.29631 0.20795 0.0 -0.1 0.0
H 5.72380 3.79388 -1.01980 0.0 0.0 -0.1
H -0.34196 2.43256 4.99457 0.0 0.0 0.0
H -0.95807 5.88723 1.49195 0.0 0.1 0.0
H 1.86842 -1.53028 6.92238 0.0 -0.1 0.0
H -2.90602 1.40299 4.19646 0.0 0.0 0.0
H 7.04212 3.68998 1.06230 0.1 0.0 0.0
H 4.20014 -3.43171 -0.26264 0.1 0.1 0.0
H 1.61547 0.52060 8.27066 0.0 0.0 0.1
H 0.69110 3.56457 -0.53427 0.0 0.0 0.1
H 1.04616 -1.58268 4.58837 0.1 0.0 0.1
H 0.16293 4.67364 -2.66952 0.0 0.1 0.0
H 0.44961 3.46554 -4.80967 0.0 0.0 0.0
H 3.58779 2.59463 -1.19977 0.0 0.0 -0.1
H 3.06093 -1.25144 -0.36624 -0.1 0.0 0.0
H -1.83371 -4.69219 -0.97051 0.0 -0.1 0.0
H 1.41021 2.59335 2.81691 0.0 0.1 0.0
H -1.53693 -2.35148 2.68658 -0.1 0.0 -0.1
H 4.04907 1.19041 2.80768 0.0 -0.1 0.1
H -5.02898 0.35469 4.86421 0.0 0.1 0.0
H -4.96229 -0.22320 0.16267 0.0 0.0 0.1
H -4.38867 1.35534 -0.18260 -0.1 -0.1 0.0
H -3.63162 -3.41956 3.42261 -0.1 0.0 0.0
H 1.84481 0.03373 -2.68070 0.0 0.0 0.0
H -1.87927 -4.76472 0.79236 0.0 -0.1 0.1
H 2.26549 0.44662 1.64686 -0.1 0.0 -0.2
H -5.39808 -2.04626 4.49201 -0.1 -0.1 0.0
H 2.82582 -5.50464 0.04118 0.0 -0.1 0.0
H 1.31146 1.15424 -4.80148 0.0 0.0 -0.1
H -2.93643 4.41735 1.38523 -0.1 0.0 0.0
```
Positions in Å, forces in eV/Å.

For the LUMO energy (alpha / beta), the calculation gives 0.59 / -2.34 eV. The total energy is -122927.4055 eV. For the HOMO energy (alpha / beta), the calculation gives -0.2059 / -0.2677 Ha. The frontier orbital gap (alpha / beta) comes out at 6.19 / 4.94 eV. Its spin multiplicity is 3.